[1]
Molecular formula: C3H12O3
Method: DFT, wB97M-V/def2-TZVPD

Output
- LUMO: 0.44 eV
- E_HOMO: -9.62 eV

ORCA input file:
```
! wB97M-V def2-TZVPD RIJCOSX def2/J DEFGRID3
* xyz 0 1
C 14.78692 10.63261 -0.36908
O 14.08487 9.50409 0.07874
H 14.28667 11.56080 -0.09281
H 15.77034 10.83951 0.05302
H 14.83705 10.70860 -1.45527
H 13.79054 9.64330 0.98184
C 15.76012 13.72413 -0.26933
O 15.21725 13.07671 0.84916
H 15.77213 14.78905 -0.03717
H 16.76999 13.31959 -0.33727
H 15.13373 13.55747 -1.14566
H 15.91313 13.07021 1.51047
C 12.44121 12.87996 0.01519
O 13.36735 13.84036 -0.42603
H 11.43426 13.20667 -0.24445
H 12.73582 11.89589 -0.34936
H 12.63851 12.78043 1.08256
H 14.22987 13.45219 -0.26173
*
```

[2]
Molecular formula: C3H12O3
Method: DFT, wB97M-V/def2-TZVPD

Output
- LUMO: 0.67 eV
- E_HOMO: -10.28 eV

ORCA input file:
```
! wB97M-V def2-TZVPD RIJCOSX def2/J DEFGRID3
* xyz 0 1
C -2.58264 -3.74011 2.05960
O -3.86537 -3.20931 1.94423
H -2.09404 -3.33527 2.94587
H -2.78942 -4.80530 2.16305
H -2.05116 -3.56534 1.12413
H -4.46664 -3.86335 1.58048
C 4.89349 1.27332 -0.80849
O 4.00555 1.25657 0.30027
H 4.70089 2.11599 -1.47251
H 5.83276 1.53684 -0.32226
H 5.08553 0.32125 -1.30325
H 3.16169 0.86943 0.05612
C -1.54025 2.85140 -1.52348
O -1.30545 1.50398 -1.23312
H -1.71579 3.43596 -0.62039
H -0.75739 3.26029 -2.16225
H -2.48150 2.83865 -2.07301
H -2.03027 1.25500 -0.65499
*
```

Which value of E_HOMO does entry 1 give? -9.62 eV

Number 2 is which compound? C3H12O3

What did the first record say?
Molecular formula: C3H12O3
Method: DFT, wB97M-V/def2-TZVPD

Output
- LUMO: 0.44 eV
- E_HOMO: -9.62 eV

ORCA input file:
```
! wB97M-V def2-TZVPD RIJCOSX def2/J DEFGRID3
* xyz 0 1
C 14.78692 10.63261 -0.36908
O 14.08487 9.50409 0.07874
H 14.28667 11.56080 -0.09281
H 15.77034 10.83951 0.05302
H 14.83705 10.70860 -1.45527
H 13.79054 9.64330 0.98184
C 15.76012 13.72413 -0.26933
O 15.21725 13.07671 0.84916
H 15.77213 14.78905 -0.03717
H 16.76999 13.31959 -0.33727
H 15.13373 13.55747 -1.14566
H 15.91313 13.07021 1.51047
C 12.44121 12.87996 0.01519
O 13.36735 13.84036 -0.42603
H 11.43426 13.20667 -0.24445
H 12.73582 11.89589 -0.34936
H 12.63851 12.78043 1.08256
H 14.22987 13.45219 -0.26173
*
```

Copy entry 2 word for word.
Molecular formula: C3H12O3
Method: DFT, wB97M-V/def2-TZVPD

Output
- LUMO: 0.67 eV
- E_HOMO: -10.28 eV

ORCA input file:
```
! wB97M-V def2-TZVPD RIJCOSX def2/J DEFGRID3
* xyz 0 1
C -2.58264 -3.74011 2.05960
O -3.86537 -3.20931 1.94423
H -2.09404 -3.33527 2.94587
H -2.78942 -4.80530 2.16305
H -2.05116 -3.56534 1.12413
H -4.46664 -3.86335 1.58048
C 4.89349 1.27332 -0.80849
O 4.00555 1.25657 0.30027
H 4.70089 2.11599 -1.47251
H 5.83276 1.53684 -0.32226
H 5.08553 0.32125 -1.30325
H 3.16169 0.86943 0.05612
C -1.54025 2.85140 -1.52348
O -1.30545 1.50398 -1.23312
H -1.71579 3.43596 -0.62039
H -0.75739 3.26029 -2.16225
H -2.48150 2.83865 -2.07301
H -2.03027 1.25500 -0.65499
*
```